Entry 1:
{
  "formula": "C15H15N10O2S4Ti",
  "method": "ωB97M-V/def2-TZVPD",
  "elements": ["Ti", "N", "N", "C", "N", "N", "N", "O", "O", "H", "H", "H", "H", "H", "S", "C", "C", "C", "C", "C", "C", "C", "C", "C", "N", "H", "H", "H", "H", "H", "H", "S", "C", "S", "C", "C", "N", "C", "N", "N", "C", "N", "S", "H", "H", "H", "H"],
  "positions_angstrom": [[-0.053, -0.292, 0.032], [0.048, -1.358, 3.187], [-0.373, -0.226, 3.880], [-0.445, 0.935, 3.159], [-0.659, 2.069, 3.834], [-0.264, 0.870, 1.863], [-0.301, 2.067, 1.127], [-1.037, 3.045, 1.369], [-0.051, 1.677, -0.134], [-0.483, -2.169, 3.465], [1.047, -1.509, 3.247], [-0.096, -0.120, 4.846], [-0.921, 2.026, 4.802], [-0.857, 2.898, 3.285], [-1.468, -0.017, -4.264], [0.173, -0.482, -4.374], [0.766, -0.585, -3.149], [-0.114, -0.275, -2.074], [-1.359, 0.059, -2.547], [-2.471, 0.350, -1.659], [-3.688, 0.888, -2.069], [-4.670, 1.120, -1.126], [-4.421, 0.823, 0.208], [-3.182, 0.317, 0.544], [-2.231, 0.085, -0.360], [0.615, -0.675, -5.339], [1.794, -0.895, -3.012], [-3.851, 1.118, -3.112], [-5.623, 1.536, -1.426], [-5.160, 0.991, 0.977], [-2.927, 0.084, 1.571], [-0.798, -2.576, 0.078], [0.901, -2.901, -0.053], [1.949, -1.500, 0.151], [1.412, -4.142, -0.296], [2.819, -4.354, -0.410], [3.953, -4.524, -0.501], [0.555, -5.275, -0.430], [-0.141, -6.185, -0.537], [4.950, 2.683, -0.318], [3.757, 2.056, -0.187], [3.137, 1.744, -1.337], [3.128, 1.722, 1.323], [5.427, 2.733, -1.201], [5.483, 2.818, 0.521], [3.506, 2.020, -2.230], [2.223, 1.324, -1.324]],
  "lumo_energy_ev": [-0.772, -0.737],
  "spin_multiplicity": 2
}



Entry 2:
{
  "formula": "C5H11N4",
  "method": "ωB97M-V/def2-TZVPD",
  "elements": ["C", "C", "C", "C", "C", "N", "N", "N", "N", "H", "H", "H", "H", "H", "H", "H", "H", "H", "H", "H"],
  "positions_angstrom": [[1.596, 1.852, -0.456], [0.650, 1.312, -1.326], [-2.036, 0.066, 0.071], [2.070, 0.687, 0.335], [1.250, -1.733, 0.400], [-2.490, -0.497, -0.994], [0.369, 0.047, -1.020], [-2.531, -0.015, 1.250], [1.248, -0.349, -0.144], [1.961, 2.861, -0.280], [-0.076, 1.959, -1.850], [3.174, 0.441, 0.222], [1.948, 1.067, 1.488], [0.415, -2.268, -0.191], [2.283, -2.170, 0.175], [1.142, -1.798, 1.454], [-3.407, -1.134, -0.880], [-3.409, -0.376, 1.537], [-2.170, 0.644, 2.060], [-1.987, -0.596, -1.850]],
  "lumo_energy_ev": [-5.196, -5.195],
  "charge": 1,
  "spin_multiplicity": 1
}



Relative energy (zero: lowest compared OMol25 entry of this formula, charge and spin)
In order: 0.602 4.702
Unit: eV
Calculated total energy
In order: -3720.8273 -415.7504
Unit: Eh